Computed, not measured: a structure of composition C15H15N3OS2 in a non-equilibrium geometry, with ωB97M-V/def2-TZVPD.

```
36
Properties=species:S:1:pos:R:3:forces:R:3
C 1.88884 3.17950 -2.68827 -7.16 0.70 -5.05
H 1.09686 3.97838 -2.41499 1.09 -0.81 -1.41
H 1.21283 2.31874 -3.29153 1.85 2.34 1.18
H 2.66774 3.57111 -3.28017 1.01 0.26 -0.35
S 2.28567 2.61751 -1.25128 9.63 -1.14 4.33
C 0.97101 2.08200 -0.56557 -1.55 -3.47 5.54
N -0.08981 2.37864 -1.03567 -9.30 1.72 -4.74
N -1.25605 1.70045 -0.43879 4.46 1.04 0.95
C -0.61605 1.10883 0.55657 -1.84 -0.39 0.61
N 0.74118 1.28644 0.59119 2.41 -0.42 -2.44
C 1.92654 0.74139 1.34072 -5.66 8.89 3.45
H 1.57557 -0.04074 1.81172 -1.01 -3.90 2.75
H 1.88829 1.87330 2.18044 1.33 -3.93 -1.82
H 2.78029 0.64308 0.86872 3.89 -0.15 -2.86
C -1.39889 0.41284 1.59476 3.73 -3.61 1.58
C -0.88964 -0.76117 2.36335 -2.87 1.29 -0.86
C -2.08033 -1.09248 3.30369 9.28 -5.01 -2.09
C -3.03976 -0.29922 3.22729 -4.58 1.46 1.40
S -2.95561 0.84596 2.11450 0.35 3.57 -2.73
H -3.90970 -0.46260 3.77448 -1.55 0.06 0.68
H -2.06319 -2.08315 3.68309 -0.12 -0.42 1.17
O 0.33877 -1.58615 2.13456 -3.22 1.44 0.90
C 0.11481 -2.65698 1.13754 2.88 1.56 0.35
C 0.14813 -1.98865 -0.18065 -10.10 -0.71 0.09
C 0.96889 -1.69664 -1.11128 11.20 -5.58 12.12
C 0.99767 -0.98999 -2.07681 0.49 9.44 -13.10
C -0.22276 -0.50016 -2.60545 -0.89 -2.65 -3.55
C -1.35934 -1.19373 -2.08566 1.48 3.46 0.75
C -1.13923 -1.62625 -0.77467 -3.64 -3.20 2.17
H -2.14708 -1.95166 -0.20730 2.31 0.73 -1.04
H -2.32984 -0.91271 -2.52730 0.34 -0.71 0.63
H -0.32643 -0.10061 -3.72306 0.51 -0.29 2.81
H 1.96465 -0.69540 -2.60764 -1.41 -0.32 0.94
H 2.06113 -1.64815 -0.42197 -1.52 -1.01 -2.46
H -0.80978 -3.11820 1.35578 -0.89 -0.71 0.00
H 1.00462 -3.33353 1.24966 -0.95 0.47 0.09
```
Positions in Å, forces in eV/Å.

Values from the calculation:
- E_HOMO: -8.013 eV
- Multiplicity: 1
- Charge: 0
- HOMO-LUMO gap: 8.6 eV
- Strongest force on any atom: 17.4 eV/A